Entry from OMol25: a cluster of 10 separate species, C34H66N6O18 in total at a distorted geometry (the ωB97M-V functional and the def2-TZVPD basis).

Computed properties:
calculated total energy = -82119.6702 eV
LUMO level = -0.006 Eh
2S+1 = 1
charge = 0

Last column: Mulliken charge in e.
Positions of all 124 atoms, in Å:
1 C -23.0317 -2.2018 -30.3083  -1.38
2 C -22.5238 -0.7274 -29.9595  0.28
3 C -23.1901 0.3588 -30.8174  -0.44
4 O -23.5387 1.3140 -29.8662  -0.27
5 C -23.1627 0.8111 -28.6238  0.59
6 O -23.4043 1.3915 -27.6060  -0.46
7 O -22.7009 -0.4093 -28.6550  -0.34
8 H -24.1180 -2.2523 -30.3819  0.32
9 H -22.6773 -3.0438 -29.7137  0.35
10 H -22.5183 -2.3915 -31.2510  0.38
11 H -21.4385 -0.7218 -30.0606  0.31
12 H -24.0232 -0.0627 -31.3797  0.35
13 H -22.3748 0.6898 -31.4606  0.26
14 C -21.2750 4.2355 -25.6790  -1.54
15 C -22.2008 4.7753 -26.8067  1.12
16 C -23.5025 5.4562 -26.3300  0.87
17 O -23.3831 6.8069 -26.6282  -0.28
18 C -22.0891 7.0023 -27.0504  0.57
19 O -21.6655 8.0632 -27.4410  -0.63
20 O -21.5383 5.9074 -27.2191  -0.38
21 H -20.5760 4.9272 -25.2088  0.40
22 H -20.6432 3.4394 -26.0728  0.36
23 H -21.7602 3.7070 -24.8584  0.35
24 H -22.4328 3.9310 -27.4558  -0.11
25 H -23.7905 5.3016 -25.2901  -0.04
26 H -24.2969 5.1319 -27.0022  -0.71
27 C -25.4212 8.4193 -28.3108  -1.05
28 C -26.2578 9.2216 -27.3666  0.44
29 C -27.6972 9.0631 -27.4704  -0.33
30 O -28.1259 8.7186 -26.1714  -0.34
31 C -27.1008 8.4668 -25.3808  0.69
32 O -27.0239 8.0475 -24.2629  -0.60
33 O -26.0412 8.6944 -26.1161  -0.31
34 H -24.3458 8.5410 -28.1817  0.22
35 H -25.5550 8.8242 -29.3139  0.44
36 H -25.7278 7.3778 -28.2130  0.11
37 H -26.0175 10.2847 -27.3813  0.29
38 H -28.0926 8.2697 -28.1046  0.18
39 H -28.0874 10.0437 -27.7429  0.29
40 C -33.7427 4.5531 -23.1403  -1.54
41 C -32.6945 5.1444 -24.0070  0.54
42 C -31.2741 5.2723 -23.3609  -0.69
43 O -30.3114 4.5035 -24.1645  -0.22
44 C -31.0742 3.8571 -25.0430  0.57
45 O -30.6516 2.9028 -25.7525  -0.53
46 O -32.3561 4.2135 -25.0812  -0.35
47 H -33.6436 3.5057 -22.8553  0.35
48 H -34.6094 4.4824 -23.7976  0.40
49 H -33.9921 5.2070 -22.3047  0.40
50 H -32.9980 6.0991 -24.4364  0.35
51 H -31.2649 5.0731 -22.2893  0.34
52 H -30.9776 6.3210 -23.3381  0.35
53 C -30.3576 0.6865 -29.9970  0.11
54 O -30.0603 1.5346 -29.1617  -0.33
55 N -30.7466 -0.5325 -29.7468  0.26
56 C -30.7181 -1.4511 -30.9060  -0.97
57 C -30.8937 -0.9804 -28.3643  -0.89
58 H -30.1137 0.9055 -31.0481  0.10
59 H -31.5343 -2.1705 -30.8388  0.35
60 H -29.8841 -2.1510 -30.9573  0.36
61 H -30.7983 -0.9769 -31.8841  0.33
62 H -31.0328 -0.1763 -27.6417  0.06
63 H -31.8134 -1.4912 -28.0793  0.37
64 H -30.0756 -1.6436 -28.0832  0.44
65 C -25.7524 3.6674 -28.6797  0.04
66 O -25.3737 4.7604 -29.1150  -0.68
67 N -26.9688 3.4367 -28.1758  0.84
68 C -27.2812 2.0353 -27.7739  -0.95
69 C -28.0641 4.4406 -28.2745  -0.73
70 H -25.2484 2.7052 -28.8594  0.21
71 H -27.6727 1.5783 -28.6827  0.54
72 H -28.0937 1.9314 -27.0549  -0.05
73 H -26.4702 1.3977 -27.4219  0.37
74 H -28.9996 4.1009 -27.8299  -0.24
75 H -27.8671 5.3563 -27.7170  0.12
76 H -28.3514 4.7315 -29.2849  0.43
77 C -29.4427 -2.3656 -23.7559  -0.01
78 O -30.6527 -2.5625 -23.8840  -0.60
79 N -28.6798 -1.5030 -24.4644  0.24
80 C -27.3242 -1.2162 -23.9038  -1.17
81 C -29.3188 -0.7025 -25.5324  -0.84
82 H -28.8287 -2.9449 -23.0490  0.26
83 H -26.6560 -0.7507 -24.6282  0.27
84 H -26.8479 -2.0396 -23.3716  0.37
85 H -27.3705 -0.3124 -23.2963  0.61
86 H -29.9397 -1.4060 -26.0870  0.61
87 H -29.8929 0.1240 -25.1135  0.22
88 H -28.5195 -0.4017 -26.2097  0.00
89 C -31.2154 6.4602 -29.9480  -0.04
90 O -31.0195 7.4169 -29.1478  -0.67
91 N -31.5658 5.2690 -29.5130  0.42
92 C -32.1907 4.2877 -30.3787  -0.85
93 C -31.4423 4.8762 -28.0939  -1.33
94 H -31.1573 6.5789 -31.0411  0.44
95 H -33.0454 3.8415 -29.8703  0.38
96 H -31.6070 3.3818 -30.5424  0.05
97 H -32.6305 4.7358 -31.2697  0.43
98 H -32.2974 4.7830 -27.4244  0.56
99 H -30.9742 3.8921 -28.1151  0.23
100 H -30.6175 5.4368 -27.6539  0.40
101 C -26.6724 2.4692 -22.0305  0.18
102 O -27.1302 1.4042 -21.5847  -0.65
103 N -26.8072 2.9309 -23.2366  0.38
104 C -26.2801 4.2193 -23.7294  -1.18
105 C -27.5905 2.2889 -24.3248  -0.43
106 H -26.0181 3.2283 -21.5749  0.30
107 H -25.7061 4.0310 -24.6367  0.26
108 H -25.4765 4.6391 -23.1244  0.40
109 H -27.0824 4.9251 -23.9443  0.39
110 H -28.5491 1.9378 -23.9429  0.45
111 H -27.7846 2.9378 -25.1788  -0.04
112 H -27.2139 1.3835 -24.8007  -0.10
113 C -30.9585 5.1263 -34.2281  -0.05
114 O -31.6770 5.3355 -33.2851  -0.47
115 N -29.6651 4.6269 -34.0684  0.18
116 C -29.1951 4.4390 -32.6577  -0.96
117 C -28.9678 3.9446 -35.0840  -0.81
118 H -31.4320 5.1740 -35.2209  0.29
119 H -29.3957 5.2582 -31.9673  0.23
120 H -28.1329 4.2005 -32.6029  0.48
121 H -29.4446 3.4418 -32.2950  0.26
122 H -27.8970 4.0901 -35.2263  0.25
123 H -29.0746 2.9165 -34.7378  0.33
124 H -29.5744 4.0237 -35.9862  0.27